Computed, not measured: 2 unconnected molecules or ions with the total composition C4H8O2P, with ωB97M-V/def2-TZVPD.

Computed properties:
LUMO level (spin up / spin down): 3.71 / 3.71 eV
HOMO level (spin up / spin down): -3.99 / -3.99 eV
charge: -1
ΔE to the lowest compared entry with this formula, charge and spin: 106.5 kcal per mole

Each line ends with the Mulliken charge.
Element x y z (Å)
P: 0.3954 0.5486 2.6056  0.753
O: 0.9938 -0.8910 2.0760  -0.576
O: 0.5004 0.5652 4.0856  -0.716
C: 1.1334 0.5234 -0.9279  -0.656
C: 0.0001 0.1998 -0.3500  -0.194
C: -1.1219 -0.5381 -0.9873  -1.076
C: -1.1147 1.0802 1.8815  -0.421
H: 1.3643 0.2427 -1.9630  0.296
H: -2.0159 0.0846 -0.9790  0.280
H: 1.3674 1.4026 2.0674  -0.091
H: 1.9130 1.0775 -0.4290  0.228
H: -0.9064 -0.8228 -2.0287  0.410
H: -1.8063 0.2221 1.9265  0.124
H: -1.3517 -1.4460 -0.4252  0.209
H: 0.8031 -0.8338 1.1270  0.429

Atomic forces in eV per Å
P 1.033 -0.200 -0.126
O -0.405 0.191 0.374
O -0.427 0.030 0.460
C 0.443 0.040 -0.324
C -1.712 0.867 1.727
C 0.089 -0.069 -0.212
C 0.894 -0.799 -1.576
H -0.108 -0.096 0.006
H -0.079 -0.015 0.024
H 0.038 0.249 -0.198
H 0.127 0.154 0.197
H 0.027 -0.034 -0.045
H -0.028 -0.048 -0.116
H -0.074 0.000 0.005
H 0.181 -0.270 -0.195


Computed, not measured: 2 unconnected molecules or ions with the total composition C11H11FN2, with ωB97M-V/def2-TZVPD.

Computed properties:
LUMO level (spin up / spin down): 1.00 / -3.44 eV
HOMO level (spin up / spin down): -7.01 / -8.49 eV
<S²>: 2.0175
multiplicity: 3

Each line ends with the Mulliken spin population.
Element x y z (Å)
F: 0.6406 -0.4616 2.4955  0.857
N: -0.4519 0.1021 -0.1387  0.103
N: 0.3886 -0.8425 0.0443  0.675
C: -2.2581 1.3636 -0.5905  0.173
C: 1.1986 1.9433 0.2494  0.027
C: 1.3233 3.3254 0.2595  0.008
C: 0.0240 -2.1637 0.0094  -0.013
C: 0.7720 -3.0828 0.9716  0.058
C: 0.2465 4.1494 -0.0495  0.018
C: -1.0007 3.6295 -0.3612  0.014
C: -1.1506 2.2512 -0.3625  0.029
C: 1.1190 -3.1177 -0.4617  0.072
C: -1.8100 0.0944 -0.4316  -0.047
C: -0.0413 1.4344 -0.0722  -0.010
H: 2.2728 3.7705 0.5138  0.001
H: 0.1891 -3.8805 1.4049  0.008
H: -3.2627 1.6502 -0.8272  0.009
H: -2.3636 -0.8181 -0.5164  -0.005
H: -1.0055 -2.4358 -0.2114  0.020
H: 2.0108 1.2849 0.5054  0.008
H: 0.3831 5.2208 -0.0393  0.001
H: 2.0426 -2.6543 -0.7679  -0.008
H: 1.4321 -2.5748 1.6554  -0.005
H: 0.8007 -3.9482 -1.0734  0.006
H: -1.8306 4.2774 -0.5922  0.002

Atomic forces in eV per Å
F 0.045 0.086 -0.316
N -1.479 1.519 -0.136
N 1.993 -0.426 0.840
C 0.099 0.049 0.062
C 0.111 0.186 0.036
C 0.139 -0.348 0.001
C -0.194 -1.275 -0.016
C -0.352 0.181 0.237
C -0.348 0.211 -0.095
C 0.306 0.073 0.075
C 0.192 -0.394 0.006
C -0.219 -0.025 -0.322
C -0.209 -0.141 -0.311
C -0.275 0.453 0.044
H 0.099 0.026 0.025
H 0.006 -0.130 -0.017
H -0.242 0.005 -0.020
H 0.012 -0.203 -0.012
H 0.128 0.034 -0.072
H 0.148 -0.055 0.008
H 0.019 0.082 0.008
H 0.049 0.098 -0.028
H 0.089 -0.009 -0.007
H -0.001 -0.101 0.029
H -0.116 0.103 -0.020


Computed, not measured: a molecular structure, C39H70B2KN12O4S3, with ωB97M-V/def2-TZVPD.

Computed properties:
LUMO level: 2.24 eV
HOMO level: -4.88 eV
charge: -1

Each line ends with the Mulliken charge.
Element x y z (Å)
K: 0.2449 -0.2137 1.9217  3.242
S: 0.9158 -3.0828 -1.2601  -0.544
S: -3.1212 -1.3257 -1.4073  -0.433
S: 1.0690 2.4247 -1.0157  -0.166
O: -1.2639 -2.1904 0.7639  -0.455
O: 3.1362 -2.5716 2.8616  -0.700
O: -2.8640 -0.5566 3.1806  -0.649
O: -1.3739 0.8785 0.6085  1.261
N: 2.2404 1.3234 3.3054  1.180
N: -1.5376 0.6131 -2.4725  0.764
N: 1.0912 -0.3928 4.7857  0.214
N: -0.3391 -1.5314 -3.0972  0.638
N: 0.9481 0.6438 -3.0147  0.274
N: -0.1932 1.6509 3.9550  1.854
N: 2.6829 1.9790 -3.2410  0.756
N: -0.7091 -3.6741 -3.4360  0.316
N: 2.6618 0.3975 2.4116  -0.806
N: 0.1660 -1.2695 4.3289  -0.023
N: -3.6010 1.3039 -2.1484  0.442
N: -0.2915 2.5185 2.9258  -0.278
C: -1.1139 -1.6561 -4.2354  -1.344
C: 1.5039 -2.2994 5.8097  -1.296
C: -4.9807 1.4663 -1.6024  1.311
C: 3.4938 -0.5138 -0.3556  -0.750
C: -1.5946 4.1456 0.6890  -0.613
C: -1.6954 -5.7044 -4.4052  -2.147
C: -2.0474 -5.1318 -1.9988  -1.356
C: -5.5036 2.8483 -1.9890  -2.135
C: 5.4673 -0.6289 1.2136  -1.839
C: -1.8212 -3.4722 4.3069  -1.413
C: -5.9380 0.4280 -2.1933  -1.634
C: 4.3883 0.2747 0.6009  1.753
C: 2.6072 1.1641 -4.3720  -0.779
C: 3.9769 3.5271 -1.6954  -2.410
C: 3.6054 0.9793 1.6736  -0.552
C: 3.7996 2.3079 2.0982  -1.077
C: -1.0476 -5.1030 -3.1560  1.403
C: 0.4020 -2.4275 4.9387  0.009
C: -2.7537 0.2237 -1.9960  0.161
C: -1.6287 1.9132 -2.9287  -0.965
C: -4.9204 1.3673 -0.0762  -1.223
C: -1.3585 -2.9549 -4.4390  -0.312
C: 3.8834 2.8480 -3.0592  1.531
C: 2.9126 2.4753 3.1380  -0.757
C: -1.2228 5.5233 2.7407  -1.599
C: 3.8503 3.9231 -4.1468  -1.763
C: 1.6214 1.6676 -2.4161  -0.566
C: 5.1246 1.9570 -3.2077  -1.437
C: 1.9091 -0.9911 5.6737  -0.417
C: -1.4965 3.0869 3.0112  0.265
C: 0.3383 -4.4610 3.5080  -1.018
C: -0.0845 -2.7720 -2.5937  0.004
C: -1.9166 4.2728 2.1762  0.590
C: -2.8807 2.3474 -2.7248  -0.855
C: -1.3280 1.6600 4.6853  -0.866
C: -2.1980 2.5582 4.1147  -1.346
C: 0.1853 -5.9514 -2.8417  -1.651
C: -0.3503 -3.6989 4.6512  0.441
C: 1.5484 0.3551 -4.2261  -0.907
B: 1.1824 1.1007 4.4139  -1.399
B: -0.1920 -0.1865 -2.3395  0.669
H: 1.5423 1.7173 5.3932  -0.173
H: -4.8941 3.6467 -1.5598  0.369
H: 6.1142 -0.0611 1.8876  0.410
H: -0.5526 3.8590 0.5554  -0.078
H: -2.3581 -4.4237 4.3143  0.482
H: 6.0906 -1.0641 0.4260  0.485
H: -2.4469 -6.1422 -1.8688  0.487
H: -0.2830 -4.3071 5.5565  0.402
H: 3.1852 4.2554 -1.5460  0.405
H: 2.7217 3.3297 3.7692  0.522
H: -0.7879 2.4316 -3.3552  0.719
H: -2.3027 -2.7998 5.0206  0.362
H: 3.8253 3.4846 -5.1472  0.365
H: -2.6829 -5.2810 -4.6001  0.451
H: -1.9220 -1.7671 0.1818  -0.331
H: -3.3066 3.3085 -2.9445  0.499
H: 3.9160 2.8047 -0.8829  0.536
H: -1.8172 -6.7752 -4.2422  0.466
H: 1.3956 -4.6227 3.7223  0.331
H: -2.2257 3.4045 0.1926  -0.432
H: -0.1345 -6.9844 -2.6777  0.469
H: -5.9241 1.4700 0.3461  0.553
H: -1.4511 -0.7974 -4.7936  0.591
H: 2.9630 4.5471 -4.0226  0.333
H: 4.0672 -0.8717 -1.2148  0.527
H: -1.0640 -5.5632 -5.2861  0.468
H: 1.1833 -0.4219 -4.8750  0.575
H: -6.9369 0.5838 -1.7762  0.475
H: 1.9346 -3.0661 6.4352  0.427
H: 2.6700 0.0991 -0.7306  -0.281
H: -5.6096 -0.5781 -1.9551  0.292
H: 5.2122 1.5270 -4.2063  0.396
H: 0.8888 -5.9270 -3.6789  0.379
H: -1.4992 1.5427 1.3040  -0.489
H: 0.0706 -0.3817 -1.1918  -0.397
H: 0.2596 -3.8796 2.5866  -0.105
H: -1.9135 -3.0428 3.3075  0.069
H: 5.0042 -1.4387 1.7780  0.234
H: -6.5168 2.9510 -1.5990  0.458
H: -1.5415 6.4206 2.2026  0.442
H: 4.9442 4.0368 -1.6464  0.566
H: -5.9876 0.5325 -3.2811  0.384
H: 4.7370 4.5562 -4.0681  0.443
H: 3.0648 -1.3858 0.1413  -0.101
H: -2.7121 -0.7646 2.2505  0.369
H: -1.9384 -3.4214 -5.2131  0.520
H: 2.7161 -0.4482 6.1420  0.487
H: -2.8745 -4.4463 -2.1994  0.222
H: 4.4887 3.0332 1.6924  0.440
H: -1.4371 1.0466 5.5671  0.565
H: -0.8256 1.3407 -0.0575  -0.814
H: -1.5669 -4.8175 -1.0696  0.296
H: -3.1962 2.8075 4.4383  0.494
H: 6.0238 2.5452 -3.0129  0.445
H: 4.8979 1.0609 0.0345  0.078
H: -4.2866 2.1609 0.3288  0.074
H: -1.7492 5.1030 0.1849  0.539
H: -5.5415 2.9699 -3.0749  0.456
H: -0.5934 -2.4823 0.1217  -0.165
H: -2.0613 -0.8643 3.6308  0.126
H: -1.4456 5.6525 3.8022  0.415
H: 0.6966 -5.5923 -1.9580  0.342
H: 3.3129 1.2276 -5.1809  0.482
H: -2.9956 4.3867 2.3058  0.375
H: -0.1412 5.4127 2.6300  0.237
H: -4.5047 0.4082 0.2280  0.240
H: -0.1464 -5.4285 3.3488  0.461
H: 2.9499 -1.6495 3.1137  0.201
H: 2.6300 -2.7034 2.0538  0.338
H: 5.0792 1.1438 -2.4790  0.198

Atomic forces in eV per Å
K 0.236 -1.045 -0.387
S 0.136 -0.332 -0.207
S -0.542 0.165 -0.405
S 0.300 0.199 0.230
O 0.032 -0.114 0.740
O 0.019 0.033 0.160
O 0.095 0.031 -0.029
O -0.952 0.883 -0.629
N 0.246 0.410 0.236
N -0.136 -0.049 -0.088
N 0.086 0.126 0.284
N -0.173 -0.090 -0.015
N 0.141 0.030 -0.050
N -0.372 -0.009 0.175
N -0.005 -0.179 0.076
N -0.056 0.158 0.161
N 0.646 -0.043 0.002
N -0.291 -0.286 0.230
N 0.148 -0.145 0.079
N -0.040 0.526 -0.229
C 0.064 0.158 0.160
C -0.044 -0.001 -0.014
C -0.002 -0.049 0.053
C -0.003 0.113 -0.009
C -0.121 -0.032 0.055
C -0.086 0.070 -0.028
C 0.037 0.049 0.110
C 0.059 0.072 -0.006
C 0.028 0.087 -0.066
C 0.086 0.038 0.071
C 0.134 -0.020 -0.033
C -0.092 -0.210 0.039
C 0.051 0.106 0.044
C -0.174 -0.086 0.040
C 0.053 0.314 0.218
C 0.016 -0.021 0.005
C 0.012 -0.047 0.016
C 0.301 0.053 0.184
C 0.023 0.480 -0.188
C 0.117 -0.126 -0.034
C 0.041 -0.033 -0.008
C 0.076 -0.219 -0.068
C 0.025 0.061 0.017
C 0.104 -0.058 -0.128
C -0.063 -0.050 0.006
C -0.041 -0.014 -0.032
C -0.068 -0.090 -0.434
C -0.021 -0.041 0.012
C -0.139 -0.235 0.040
C -0.047 -0.201 0.433
C 0.005 0.001 0.145
C -0.105 0.097 -0.494
C 0.300 0.043 -0.005
C -0.153 -0.003 -0.029
C -0.014 0.137 0.050
C 0.046 0.128 0.017
C 0.081 0.148 -0.094
C -0.010 0.102 -0.283
C -0.082 -0.097 0.162
B 0.192 0.041 0.047
B 0.017 -0.025 -0.021
H 0.051 -0.029 -0.029
H -0.074 -0.023 0.001
H -0.023 -0.022 -0.016
H 0.008 0.016 -0.043
H 0.005 0.019 -0.036
H -0.034 -0.001 0.030
H 0.069 0.049 -0.005
H 0.000 -0.020 0.072
H -0.048 -0.002 0.027
H -0.071 -0.084 -0.034
H -0.040 -0.036 0.089
H -0.014 -0.042 -0.034
H 0.025 0.037 0.043
H 0.037 -0.050 0.001
H 0.046 0.098 0.021
H 0.022 -0.103 0.019
H -0.011 0.048 -0.004
H -0.016 0.022 0.004
H -0.016 0.008 -0.023
H 0.093 -0.029 0.000
H 0.009 0.076 -0.039
H 0.053 0.002 -0.053
H -0.012 -0.041 0.089
H 0.037 -0.008 -0.010
H -0.003 -0.087 0.031
H -0.026 -0.035 0.033
H 0.023 0.014 0.050
H 0.067 0.025 -0.045
H 0.004 0.054 -0.060
H 0.059 -0.097 0.105
H 0.026 -0.084 0.010
H 0.011 -0.006 0.050
H -0.037 -0.031 0.030
H -0.070 0.002 -0.137
H -0.019 -0.013 -0.067
H -0.026 -0.049 -0.024
H -0.033 -0.023 0.043
H 0.019 -0.005 0.000
H 0.022 -0.017 -0.004
H 0.016 -0.020 0.022
H -0.064 -0.042 -0.043
H -0.012 0.004 0.053
H -0.031 -0.025 -0.012
H 0.003 0.032 -0.049
H 0.008 -0.098 -0.041
H 0.081 0.028 0.062
H -0.094 0.031 -0.030
H 0.022 -0.038 -0.004
H -0.048 -0.044 0.026
H 0.054 -0.053 -0.102
H -0.051 -0.103 0.038
H -0.032 0.006 -0.049
H 0.028 -0.060 -0.017
H -0.051 -0.002 -0.024
H -0.020 0.030 -0.007
H -0.027 -0.048 -0.014
H 0.000 -0.014 0.004
H -0.024 0.019 0.059
H 0.099 -0.140 0.018
H -0.054 0.041 -0.076
H 0.020 -0.004 -0.031
H 0.055 0.044 0.103
H -0.026 0.005 0.076
H -0.054 0.003 0.005
H -0.039 0.034 0.004
H -0.007 0.008 0.014
H 0.005 0.045 -0.031
H 0.004 -0.117 -0.246
H -0.018 0.011 -0.017
H 0.024 0.021 -0.057


Computed max |F|, in the same sequence as the records: 0.050 0.043 0.028 Eh/bohr.
Computed electronic energy, in the same sequence as the records: -17658.951 -17277.362 -117845.992 eV.